Molecular formula: ClNO7Rb4
Method: DFT, ωB97M-V with the def2-TZVPD basis set

Computed properties:
LUMO, eV: -6.85
Total charge: +2
Highest occupied orbital energy, eV: -9.95
Orbital gap, eV: 3.10
Relative energy (zero: lowest compared OMol25 entry of this formula, charge and spin), kJ/mol: 247.6

The geometry in XYZ format:
```
13
Properties=species:S:1:pos:R:3:forces:R:3
Rb 0.1516 -3.0023 -12.1946 -0.1 0.2 -0.2
Rb 3.4166 1.6929 -8.1646 0.1 0.2 -0.3
Rb 7.5898 -1.4904 -16.2694 0.0 0.8 -0.1
Rb 6.7976 -4.3520 -10.6343 0.1 0.2 0.0
Cl 7.9233 3.7125 -16.7097 1.9 0.7 -0.3
O 4.5230 0.7467 -13.7369 -1.6 -0.5 0.9
O 8.0774 5.1108 -16.9096 -0.1 1.0 -1.8
O 6.6160 3.2814 -17.0536 -1.4 -0.7 -0.4
O 5.3201 -0.8139 -12.6231 1.2 -3.1 1.6
O 3.4347 0.0183 -11.9996 -2.1 -0.5 1.7
O 8.1873 3.5648 -15.3345 -0.1 -1.7 2.9
O 8.9119 2.9165 -17.4382 -0.5 0.2 -0.3
N 4.3712 -0.0507 -12.7706 2.5 3.1 -3.7
```
Positions in Å, forces in eV/Å.

These are the Löwdin partial charges, in e, on atoms 1 to 4:
1. Rb 0.97
2. Rb 0.97
3. Rb 0.93
4. Rb 0.97